Density functional theory data (wB97M-V/def2-TZVPD) for an isolated molecule of C4H7NO2.

Results
Structure (SMILES) = C[C@@H](C=O)C(N)=O
HOMO energy = -9.51 eV
Max |F| = 0.985 eV Å⁻¹
Energy relative to the best compared isomer or geometry (same formula, charge and spin) = 17.3 kcal/mol
HOMO-LUMO gap = 10.2 eV
Calculated total energy = -9846.5301 eV

Atoms and positions in Å:
C 0.10806 1.44017 -0.55115
C 0.53052 0.22531 0.27660
C 0.04762 0.18085 1.76531
O -0.29091 1.12816 2.42348
C 0.09360 -1.16554 -0.15429
N -0.78312 -1.30830 -1.18692
O 0.37565 -2.11904 0.55600
H -0.94449 1.38360 -0.84727
H 0.23169 2.34951 0.04383
H 0.70733 1.56446 -1.46384
H 1.62471 0.20027 0.39102
H 0.08275 -0.89051 2.08104
H -0.72871 -0.71883 -2.00055
H -1.05471 -2.27013 -1.33326

Density functional theory data (wB97M-V/def2-TZVPD) for a 2-piece molecular cluster, C4H7NO2 overall in a non-equilibrium geometry.

Results
Structure (SMILES) = C/C=C/N=O.C=O
HOMO energy (alpha / beta) = -9.10 / -9.10 eV
Max |F| = 1.824 eV Å⁻¹
Energy relative to the best compared isomer or geometry (same formula, charge and spin) = 109.8 kcal/mol
HOMO-LUMO gap (alpha / beta) = 8.5 / 8.5 eV
Calculated total energy = -9842.5189 eV

Atoms and positions in Å:
C -0.84209 1.90970 -0.06173
C -0.87417 0.43448 -0.12929
C -0.51763 -0.40676 0.85336
N -0.83799 -1.76535 0.60021
O -0.67527 -2.56117 1.51993
H -0.06851 2.26806 -0.74371
H -1.78220 2.34291 -0.39946
H -0.61376 2.31393 0.92116
H -1.01785 0.01659 -1.11661
H -0.36021 -0.07464 1.88803
C 1.86140 -1.11753 -0.79236
O 2.20417 0.04707 -0.73920
H 1.06052 -1.47509 -1.45388
H 2.46359 -1.93219 -0.34645

Density functional theory data (wB97M-V/def2-TZVPD) for C4H7NO2 as an isolated structure.

Results
HOMO energy = -9.15 eV
Max |F| = 0.692 eV Å⁻¹
Energy relative to the best compared isomer or geometry (same formula, charge and spin) = 41.7 kcal/mol
HOMO-LUMO gap = 9.7 eV
Calculated total energy = -9845.4704 eV

Atoms and positions in Å:
C 1.66837 0.12614 0.99406
C -1.84367 -1.19467 -1.17353
C 0.38887 0.80688 0.61006
C -0.80075 -0.28391 -0.61414
O 0.34084 2.12443 0.72770
N -0.81372 0.16001 0.62533
O 0.18839 0.14932 -1.31613
H 1.22767 2.49872 0.82776
H 1.73165 0.12541 2.08631
H 1.66620 -0.89830 0.63470
H 2.53537 0.64623 0.58405
H -2.37363 -0.68142 -1.97704
H -1.36412 -2.07635 -1.60228
H -2.55146 -1.50247 -0.40685

Density functional theory data (wB97M-V/def2-TZVPD) for C4H7NO2 as an isolated structure.

Results
HOMO energy = -9.75 eV
Max |F| = 0.643 eV Å⁻¹
Energy relative to the best compared isomer or geometry (same formula, charge and spin) = 47.2 kcal/mol
HOMO-LUMO gap = 10.6 eV
Calculated total energy = -9845.2325 eV

Atoms and positions in Å:
C 0.55476 1.49581 1.21942
N 0.28586 0.21586 0.61675
C -0.14100 -0.85594 1.18232
O -0.20263 -1.83919 0.35883
C 0.42700 -0.82828 -0.89449
O 1.53180 -1.08209 -1.25036
C -0.76889 -0.47317 -1.73255
H 0.35635 1.46846 2.29882
H 1.60293 1.77037 1.06315
H -0.07151 2.27358 0.76975
H -0.43455 -0.97269 2.22990
H -0.96471 -1.30413 -2.41622
H -0.52243 0.41480 -2.32120
H -1.65299 -0.28339 -1.12411

Density functional theory data (wB97M-V/def2-TZVPD) for C4H7NO2 as an isolated structure in a non-equilibrium geometry.

Results
HOMO energy = -9.10 eV
Max |F| = 10.999 eV Å⁻¹
Energy relative to the best compared isomer or geometry (same formula, charge and spin) = 150.0 kcal/mol
HOMO-LUMO gap = 9.9 eV
Calculated total energy = -9840.7762 eV

Atoms and positions in Å:
C 1.94726 -0.15156 1.12423
C -0.34868 0.08162 -1.53587
C -1.57304 0.78929 -0.67149
C -1.18524 0.00135 0.52935
H 2.24976 0.58049 0.60954
H 1.40420 -0.23619 2.08351
H 2.75924 -0.93873 1.10634
H -0.80929 -1.03282 -1.72661
H 0.65725 0.53162 -2.05753
H -2.56096 0.40203 -1.02402
H -1.80796 1.80510 -0.31958
N -0.03842 -0.28817 -0.09906
O 0.94934 -1.02264 0.47995
O -1.64346 -0.52140 1.50125

Density functional theory data (wB97M-V/def2-TZVPD) for an isolated molecule of C4H7NO2 in a non-equilibrium geometry.

Results
Structure (SMILES) = O[C@@H]1CN=COC1
HOMO energy = -9.67 eV
Max |F| = 2.067 eV Å⁻¹
Energy relative to the best compared isomer or geometry (same formula, charge and spin) = 55.9 kcal/mol
HOMO-LUMO gap = 10.5 eV
Calculated total energy = -9844.8560 eV

Atoms and positions in Å:
O 1.28308 1.41995 0.37477
C 0.33555 0.89215 -0.51638
C -1.12935 0.56845 0.12905
N -0.97862 -0.15206 1.35840
C -0.35213 -1.24880 1.17700
O 0.11178 -1.66268 -0.01651
C 0.70862 -0.45923 -1.05196
H 1.38033 0.77115 1.08632
H 0.10429 1.68162 -1.24262
H -1.65865 -0.03267 -0.63678
H -1.64167 1.51387 0.29595
H -0.13851 -1.86387 2.06811
H 0.22801 -0.65853 -2.01488
H 1.74729 -0.76935 -1.01047

Density functional theory data (wB97M-V/def2-TZVPD) for an isolated molecule of C4H7NO2 in a non-equilibrium geometry.

Results
Structure (SMILES) = N[C@@H](C=O)CC=O
HOMO energy = -9.66 eV
Max |F| = 1.219 eV Å⁻¹
Energy relative to the best compared isomer or geometry (same formula, charge and spin) = 41.0 kcal/mol
HOMO-LUMO gap = 10.5 eV
Calculated total energy = -9845.5036 eV

Atoms and positions in Å:
N 0.29446 -0.29910 -1.46460
C 0.06227 -0.60060 -0.05770
C 1.26336 -1.38374 0.44567
O 1.61505 -1.38322 1.59263
C -0.10822 0.64675 0.80307
C -1.20804 1.51519 0.20322
O -2.37220 1.26493 0.38323
H -0.13767 0.52784 -1.83014
H 0.21108 -1.12920 -2.02541
H -0.81456 -1.24000 0.06798
H 1.80190 -1.91996 -0.35261
H 0.82073 1.21071 0.84861
H -0.46157 0.38697 1.79079
H -0.96661 2.40341 -0.40475

Density functional theory data (wB97M-V/def2-TZVPD) for an isolated molecule of C4H7NO2.

Results
Structure (SMILES) = C=C(N)O[C@H]1CO1
HOMO energy = -8.28 eV
Max |F| = 0.355 eV Å⁻¹
Energy relative to the best compared isomer or geometry (same formula, charge and spin) = 65.9 kcal/mol
HOMO-LUMO gap = 9.3 eV
Calculated total energy = -9844.4202 eV

Atoms and positions in Å:
C -0.33183 1.22911 1.44500
C -0.84193 0.20520 0.75803
N -2.15464 0.09365 0.34629
O -0.08654 -0.89005 0.39365
C 1.09920 -0.46997 -0.21687
C 1.46826 -1.11531 -1.46501
O 0.95397 0.21792 -1.42306
H 0.61442 1.14101 1.96181
H -0.86915 2.16523 1.49095
H -2.31862 -0.45171 -0.48626
H -2.65241 0.97278 0.36565
H 1.83172 -0.04207 0.46385
H 0.77691 -1.84837 -1.87060
H 2.51064 -1.20743 -1.76344

Density functional theory data (wB97M-V/def2-TZVPD) for an isolated molecule of C4H7NO2.

Results
Structure (SMILES) = [H]/N=C(\C)OCC=O
HOMO energy = -9.89 eV
Max |F| = 0.518 eV Å⁻¹
Energy relative to the best compared isomer or geometry (same formula, charge and spin) = 34.6 kcal/mol
HOMO-LUMO gap = 10.7 eV
Calculated total energy = -9845.7798 eV

Atoms and positions in Å:
H -1.18001 1.81458 1.03886
N -0.42526 1.13269 1.04043
C -0.75657 0.08360 0.41425
C -2.00225 -0.23375 -0.35678
O 0.11072 -0.95508 0.28566
C 1.47832 -0.62241 0.45649
C 1.88900 0.27800 -0.69647
O 2.72546 1.13987 -0.63811
H -2.77666 0.52004 -0.21432
H -1.72229 -0.27341 -1.41412
H -2.37862 -1.21930 -0.07621
H 1.67884 -0.14148 1.41448
H 2.01352 -1.57432 0.38761
H 1.34581 0.05098 -1.64179

Density functional theory data (wB97M-V/def2-TZVPD) for an isolated molecule of C4H7NO2.

Results
Structure (SMILES) = O=CCCNC=O
HOMO energy = -10.00 eV
Max |F| = 0.976 eV Å⁻¹
Energy relative to the best compared isomer or geometry (same formula, charge and spin) = 25.7 kcal/mol
HOMO-LUMO gap = 10.6 eV
Calculated total energy = -9846.1665 eV

Atoms and positions in Å:
O 2.71149 -0.95510 -1.12688
C 1.94409 -0.17845 -1.63562
C 0.90811 0.56195 -0.83646
C 0.00381 -0.42758 -0.10587
N -1.17388 0.25011 0.41030
C -1.79251 -0.06021 1.55737
O -2.72090 0.56992 2.01828
H 2.01212 -0.02580 -2.72417
H 1.41749 1.17322 -0.09852
H 0.29150 1.17032 -1.50070
H -0.26511 -1.27768 -0.72856
H 0.55467 -0.86070 0.71860
H -1.51755 1.08671 -0.03920
H -1.44782 -0.99626 2.02570

Density functional theory data (wB97M-V/def2-TZVPD) for an isolated molecule of C4H7NO2 in a non-equilibrium geometry.

Results
Structure (SMILES) = C/C(N)=C(\O)C=O
HOMO energy = -8.13 eV
Max |F| = 1.601 eV Å⁻¹
Energy relative to the best compared isomer or geometry (same formula, charge and spin) = 32.5 kcal/mol
HOMO-LUMO gap = 8.7 eV
Calculated total energy = -9845.8692 eV

Atoms and positions in Å:
C -1.14549 1.31022 0.25177
C -0.36890 0.01429 0.15163
N -1.14155 -1.11093 0.40790
C 0.94665 -0.02346 -0.17413
O 1.73864 1.09925 -0.33041
C 1.64584 -1.32924 -0.41950
O 1.11758 -2.43367 -0.33087
H -0.58780 2.18631 -0.08828
H -1.45700 1.48493 1.28675
H -2.04484 1.25622 -0.37289
H -2.07810 -1.07440 0.01406
H -0.66135 -1.98657 0.15794
H 1.33536 1.82865 0.16806
H 2.70097 -1.22160 -0.72202

Density functional theory data (wB97M-V/def2-TZVPD) for an isolated molecule of C4H7NO2 in a non-equilibrium geometry.

Results
Structure (SMILES) = C=NC(=O)COC
HOMO energy = -9.79 eV
Max |F| = 2.342 eV Å⁻¹
Energy relative to the best compared isomer or geometry (same formula, charge and spin) = 56.1 kcal/mol
HOMO-LUMO gap = 9.7 eV
Calculated total energy = -9844.8479 eV

Atoms and positions in Å:
C 0.80694 0.75868 -1.92381
N -0.20732 0.55943 -1.15799
C -0.21298 1.29773 0.01328
O 0.10162 2.48250 0.07471
C -0.64197 0.48310 1.24072
O 0.13240 -0.66911 1.51996
C -0.04267 -1.74767 0.53209
H 0.88210 0.21333 -2.87605
H 1.65024 1.41889 -1.65934
H -0.55617 1.14888 2.10791
H -1.70464 0.22567 1.13764
H 0.58475 -1.65402 -0.35662
H -1.10481 -1.87047 0.30774
H 0.31249 -2.64695 1.03975